(1)
19
Properties=species:S:1:pos:R:3:mulliken_charge:R:1 method="wB97M-V/def2-TZVPD" smiles=CCC.CC de_lowest_ev=0.6409 homo_lumo_gap_ev=12.310 e_tot_ev=-5411.4087 fmax_ev_per_a=2.3 e_homo_ev=-11.172 total_charge=0
C 0.092 0.140 -2.483 -0.66
C -1.392 0.609 -2.388 -0.80
H 0.329 -0.593 -1.707 0.09
H 0.312 -0.356 -3.426 0.35
H 0.724 0.997 -2.249 0.22
H -1.720 0.527 -1.346 0.19
H -2.012 -0.171 -2.829 0.33
H -1.379 1.649 -2.685 0.27
C 0.739 -0.752 1.436 -0.13
C -0.217 -0.810 2.655 -1.14
C 0.965 0.689 1.042 -1.17
H 1.674 -1.307 1.524 0.34
H 0.220 -1.380 0.698 0.20
H -0.386 0.177 3.097 0.31
H 1.533 1.148 1.857 0.41
H 1.652 0.773 0.194 0.30
H 0.064 -1.466 3.478 0.31
H -1.224 -1.063 2.311 0.29
H 0.027 1.190 0.822 0.28

---

(2)
19
Properties=species:S:1:pos:R:3:mulliken_charge:R:1 method="wB97M-V/def2-TZVPD" smiles=CCC.CC de_lowest_ev=0.4578 homo_lumo_gap_ev=12.405 e_tot_ev=-5411.5918 fmax_ev_per_a=1.9 e_homo_ev=-11.270 total_charge=0
C 0.537 -2.846 0.747 -0.91
C 0.458 -2.117 -0.599 -0.44
H 1.135 -2.196 1.391 0.26
H -0.418 -2.986 1.251 0.28
H 1.051 -3.805 0.673 0.32
H 1.481 -1.877 -0.908 0.28
H -0.145 -2.546 -1.388 0.34
H 0.165 -1.091 -0.331 -0.14
C -0.365 1.757 -0.661 -0.27
C 0.744 2.277 0.222 -1.04
C -1.477 1.103 0.189 -1.15
H -0.807 2.489 -1.347 0.35
H 0.014 1.065 -1.420 0.30
H 1.614 2.572 -0.378 0.31
H -2.344 0.688 -0.311 0.30
H -0.906 0.436 0.835 0.26
H 1.141 1.472 0.843 0.27
H 0.453 3.175 0.762 0.33
H -1.824 1.906 0.847 0.38

---

(3)
19
Properties=species:S:1:pos:R:3:mulliken_charge:R:1 method="wB97M-V/def2-TZVPD" smiles=CCC.CC de_lowest_ev=0.8146 homo_lumo_gap_ev=11.835 e_tot_ev=-5411.2350 fmax_ev_per_a=2.4 e_homo_ev=-10.737 total_charge=0
C 0.118 2.137 -0.071 -0.15
C 0.891 1.068 -0.862 -1.02
C -1.187 2.534 -0.783 -1.10
H -0.274 1.901 0.936 0.22
H 0.902 2.915 0.108 0.29
H 1.080 1.148 -1.939 0.36
H -0.997 3.494 -1.349 0.25
H -1.483 1.794 -1.516 0.32
H 0.467 0.086 -0.670 0.11
H 1.943 1.075 -0.576 0.37
H -2.059 2.699 -0.151 0.34
C 0.755 -2.589 0.571 -0.85
C -0.644 -2.667 1.161 -0.74
H 0.638 -2.538 -0.514 0.25
H 1.433 -3.429 0.821 0.32
H 1.418 -1.756 0.839 0.26
H -1.139 -3.582 0.880 0.28
H -1.218 -1.769 0.849 0.22
H -0.646 -2.523 2.266 0.26

---

(4)
19
Properties=species:S:1:pos:R:3:mulliken_charge:R:1 method="wB97M-V/def2-TZVPD" smiles=CCC.CC de_lowest_ev=0.8385 homo_lumo_gap_ev=12.288 e_tot_ev=-5411.2111 fmax_ev_per_a=2.4 e_homo_ev=-11.159 total_charge=0
C -0.370 1.938 0.087 -0.36
C -0.077 1.294 1.490 -0.80
C -1.863 2.161 -0.204 -1.02
H 0.139 1.456 -0.751 0.35
H 0.094 2.931 0.015 0.33
H -0.924 1.403 2.157 0.31
H 0.202 0.264 1.292 0.10
H -2.050 3.163 -0.592 0.29
H -2.453 2.128 0.713 0.29
H 0.743 1.924 1.809 0.25
H -2.266 1.414 -0.888 0.25
C 0.543 -2.215 -1.052 -0.45
C 1.690 -2.862 -0.251 -0.84
H 0.675 -1.906 -2.086 0.31
H -0.309 -2.894 -1.045 0.28
H 0.229 -1.289 -0.559 -0.12
H 2.132 -2.069 0.351 0.27
H 2.619 -3.141 -0.761 0.31
H 1.245 -3.698 0.273 0.24

---

(5)
19
Properties=species:S:1:pos:R:3:mulliken_charge:R:1 method="wB97M-V/def2-TZVPD" smiles=CCC.CC de_lowest_ev=0.7828 homo_lumo_gap_ev=12.013 e_tot_ev=-5411.2668 fmax_ev_per_a=2.7 e_homo_ev=-10.884 total_charge=0
C 1.384 -0.003 -1.265 -0.22
C 0.966 1.444 -1.533 -1.03
C 0.325 -1.134 -1.462 -1.13
H 2.333 -0.205 -1.729 0.44
H 1.565 0.030 -0.150 0.16
H 0.037 1.517 -2.150 0.30
H -0.581 -0.693 -1.049 0.26
H 1.675 2.061 -2.081 0.32
H 0.632 2.056 -0.663 0.25
H 0.306 -1.321 -2.526 0.40
H 0.674 -2.005 -0.910 0.27
C -1.761 0.159 1.748 -0.83
C -0.524 -0.577 2.236 -0.38
H -1.447 1.106 1.276 0.18
H -2.316 -0.493 1.056 0.26
H -2.543 0.468 2.468 0.32
H -0.755 -1.634 2.410 0.28
H 0.033 -0.044 3.022 0.29
H -0.002 -0.732 1.301 -0.15

---

(6)
19
Properties=species:S:1:pos:R:3:mulliken_charge:R:1 method="wB97M-V/def2-TZVPD" smiles=CCC.CC de_lowest_ev=1.8098 homo_lumo_gap_ev=11.633 e_tot_ev=-5410.2399 fmax_ev_per_a=5.5 e_homo_ev=-10.525 total_charge=0
C 1.992 1.845 1.026 -0.90
C 1.396 2.285 -0.364 -0.60
H 2.078 2.785 1.582 0.34
H 1.201 1.313 1.554 0.25
H 2.944 1.320 1.091 0.31
H 2.236 2.804 -0.910 0.26
H 0.496 3.042 -0.096 0.19
H 0.987 1.427 -1.028 0.17
C -0.775 -1.755 0.047 -0.23
C -2.348 -1.852 0.327 -1.15
C -0.382 -0.771 -1.025 -0.89
H -0.335 -1.262 0.962 0.18
H -0.227 -2.673 -0.005 0.37
H -2.750 -0.932 0.228 0.40
H -2.421 -2.434 1.295 0.30
H 0.498 -0.228 -0.874 0.08
H 0.091 -1.136 -2.023 0.30
H -2.812 -2.319 -0.604 0.28
H -1.282 -0.213 -1.231 0.31

---

(7)
19
Properties=species:S:1:pos:R:3:mulliken_charge:R:1 method="wB97M-V/def2-TZVPD" smiles=CCC.CC de_lowest_ev=1.7460 homo_lumo_gap_ev=12.012 e_tot_ev=-5410.3037 fmax_ev_per_a=4.5 e_homo_ev=-10.943 total_charge=0
C -1.602 0.930 0.450 0.07
C -0.799 0.231 1.519 -1.10
C -1.181 2.402 0.309 -1.20
H -1.355 0.199 -0.528 0.10
H -2.677 0.908 0.649 0.27
H 0.199 0.425 1.361 0.32
H -0.057 2.587 0.292 0.26
H -0.998 -0.922 1.456 0.22
H -1.074 0.349 2.583 0.37
H -1.542 3.031 -0.551 0.32
H -1.344 3.145 1.086 0.37
C 2.432 -1.801 -0.856 -0.75
C 0.950 -1.718 -1.397 -0.71
H 3.039 -2.684 -1.063 0.32
H 2.876 -0.821 -1.228 0.23
H 2.260 -1.706 0.327 0.17
H 0.717 -1.894 -2.438 0.36
H 0.239 -2.227 -0.780 0.27
H 0.918 -0.650 -1.318 0.12

---

(8)
19
Properties=species:S:1:pos:R:3:mulliken_charge:R:1 method="wB97M-V/def2-TZVPD" smiles=CCC.CC de_lowest_ev=0.7211 homo_lumo_gap_ev=12.376 e_tot_ev=-5411.3285 fmax_ev_per_a=3.0 e_homo_ev=-11.247 total_charge=0
C 0.510 0.980 -3.270 -0.91
C 0.225 -0.275 -2.519 -0.45
H -0.352 1.394 -3.804 0.25
H 0.750 1.766 -2.543 0.29
H 1.290 1.038 -4.030 0.30
H 1.072 -0.979 -2.485 0.32
H -0.506 -0.932 -3.009 0.35
H 0.013 -0.275 -1.459 -0.27
C -0.208 0.340 1.856 -0.17
C -0.923 -0.708 0.965 -0.80
C 0.334 -0.260 3.164 -1.27
H 0.668 0.648 1.287 0.24
H -0.903 1.135 2.118 0.31
H -0.634 -0.681 -0.073 0.21
H -2.009 -0.655 1.050 0.29
H -0.488 -0.692 3.738 0.32
H 1.089 -1.012 2.951 0.36
H -0.646 -1.688 1.364 0.29
H 0.765 0.567 3.730 0.34